No. 1
Here is one molecule with the formula C6H8N2O5 from OMol25. Energies are from wB97M-V/def2-TZVPD.

Each line ends with the natural charge from an NBO analysis.
Geometry (Å):
O  -3.088  -0.900  0.817  -0.672
C  -1.876  -0.310  1.081  -0.080
C  -1.201  0.396  -0.077  0.248
O  -1.860  1.621  -0.420  -0.700
N  -1.224  -0.445  -1.343  -0.495
C  -0.107  -0.876  -1.865  0.429
O  1.170  -1.019  -1.359  -0.499
C  1.384  -0.689  -0.056  0.670
O  1.857  -2.111  0.511  -0.701
O  2.546  0.117  0.165  -0.540
C  2.307  1.480  0.330  0.076
N  0.863  1.673  0.536  -0.379
C  0.182  0.681  0.279  0.279
H  -2.795  -1.696  0.212  0.471
H  -2.144  0.453  1.706  0.198
H  -1.090  -0.914  1.585  0.164
H  -2.521  1.508  -1.057  0.490
H  -0.244  -1.269  -2.780  0.180
H  2.554  -1.805  1.007  0.467
H  2.497  2.328  -0.504  0.200
H  2.790  1.778  1.233  0.193

Summary:
Total charge   0
Multiplicity   1
Kohn-Sham gap   10.588 eV
Energy relative to the best compared isomer or geometry (same formula, charge and spin)   2.170 eV
SMILES   OC[C@]1(O)N=CO[C@@]2(O)OCN=C21

No. 2
Here is a 2-piece molecular cluster, C6H8N2S overall from OMol25. Energies are from wB97M-V/def2-TZVPD.

Each line ends with the natural charge from an NBO analysis.
Geometry (Å):
C  1.687  1.317  -0.166  -0.318
C  2.752  0.916  0.588  -0.057
C  1.003  0.115  -0.516  0.021
C  -3.127  -1.045  0.205  -0.512
C  -2.013  -0.138  0.449  -0.312
C  -0.144  -0.012  -1.311  -0.312
N  1.639  -0.936  0.023  -0.253
N  2.678  -0.435  0.676  -0.321
S  -3.455  0.745  0.069  0.148
H  1.419  2.311  -0.459  0.228
H  3.542  1.467  1.057  0.218
H  -3.182  -1.569  -0.740  0.221
H  -3.618  -1.556  1.030  0.217
H  -1.477  0.002  1.368  0.209
H  -0.565  0.854  -1.783  0.205
H  -0.437  -0.983  -1.660  0.210
H  3.300  -1.056  1.169  0.408

Summary:
Total charge   0
Multiplicity   1
Kohn-Sham gap (alpha / beta)   7.706 / 7.440 eV
Energy relative to the best compared isomer or geometry (same formula, charge and spin)   4.030 eV